(1)
ORCA calculation (ωB97M-V/def2-TZVPD) on a structure of composition C41H49Cl2FN4O3SSiTm at a distorted geometry.

The calculation puts the HOMO energy (spin up / spin down) at -9.13 / -9.13 eV. For the energy above the lowest of the compared OMol25 structures with the same formula, charge and spin, the calculation gives 0.0 kJ/mol. As for the spin multiplicity: 3. For the HOMO-LUMO gap (spin up / spin down), the calculation gives 6.4 / 6.4 eV. Its charge is +1. As for the expectation value of S²: 2.0019. Its total energy is -131422.694 eV. Its maximum force is 3.80 eV/Å.

The geometry in XYZ format:
```
103
C41H49Cl2FN4O3SSiTm ωB97M-V/def2-TZVPD
Tm -0.546 1.225 0.616
C 5.252 5.724 1.782
C 5.751 4.488 1.021
C 6.980 3.884 1.705
C 7.498 2.657 0.957
C 6.393 1.662 0.697
C 6.644 0.282 0.632
C 5.607 -0.637 0.458
F 5.884 -1.955 0.413
C 4.302 -0.207 0.305
C 3.988 1.175 0.365
C 2.646 1.646 0.247
O 1.668 0.772 0.045
C 2.360 3.009 0.516
C 3.394 3.872 0.725
N 4.707 3.463 0.812
C 5.050 2.121 0.627
C 0.943 3.236 0.728
O 0.175 3.306 -0.323
O 0.396 2.996 1.882
H 6.138 6.334 2.067
H 4.711 5.441 2.717
H 4.599 6.374 1.159
H 6.049 4.832 -0.009
H 6.723 3.617 2.754
H 7.748 4.679 1.764
H 8.335 2.172 1.500
H 7.958 2.946 -0.029
H 7.662 -0.065 0.769
H 3.485 -0.926 0.165
H 3.260 4.941 0.837
C -0.349 -4.339 4.948
Si 0.987 -3.399 4.008
C 1.252 -4.192 2.338
C 2.602 -3.401 4.962
C 0.366 -1.603 3.948
C 0.256 -0.951 5.169
C -0.182 0.370 5.286
C -0.441 1.057 4.103
N -0.394 0.443 2.891
C 0.012 -0.845 2.765
S 0.125 -1.530 1.157
H -0.027 -5.391 5.153
H -1.305 -4.368 4.381
H -0.567 -3.813 5.905
H 1.595 -5.239 2.501
H 2.050 -3.642 1.774
H 0.328 -4.199 1.730
H 2.988 -4.437 5.071
H 2.483 -2.935 5.973
H 3.370 -2.801 4.413
H 0.510 -1.503 6.086
H -0.310 0.835 6.253
H -0.719 2.108 4.081
C -0.507 0.860 -6.868
C -1.555 0.151 -6.011
C -2.958 0.682 -6.385
C -1.490 -1.370 -6.275
C -1.315 0.409 -4.539
C -0.274 1.229 -4.051
C -0.105 1.415 -2.686
N -0.851 0.760 -1.767
C -1.891 -0.012 -2.169
C -2.119 -0.175 -3.567
C -2.737 -0.561 -1.148
C -3.791 -1.466 -1.436
C -4.615 -2.009 -0.449
C -4.309 -1.611 0.856
C -3.292 -0.718 1.098
N -2.532 -0.162 0.151
C -5.770 -2.956 -0.797
C -6.785 -2.163 -1.620
C -5.235 -4.144 -1.604
C -6.441 -3.437 0.491
H -0.649 0.624 -7.946
H 0.519 0.513 -6.605
H -0.521 1.958 -6.746
H -3.145 0.507 -7.467
H -3.045 1.772 -6.190
H -3.759 0.193 -5.791
H -1.540 -1.612 -7.363
H -2.320 -1.910 -5.767
H -0.543 -1.819 -5.874
H 0.423 1.712 -4.739
H 0.677 2.080 -2.338
H -2.960 -0.812 -3.885
H -3.902 -1.815 -2.471
H -4.869 -1.993 1.715
H -3.065 -0.463 2.125
H -6.375 -1.785 -2.580
H -7.172 -1.287 -1.067
H -7.682 -2.775 -1.864
H -4.869 -3.841 -2.610
H -6.035 -4.896 -1.739
H -4.393 -4.629 -1.077
H -6.836 -2.590 1.091
H -5.741 -4.022 1.133
H -7.317 -4.089 0.268
Cl -2.824 2.932 -0.814
C -3.475 3.521 0.732
Cl -2.579 2.683 2.161
H -4.540 3.250 0.821
H -3.279 4.581 0.860
```



(2)
ORCA calculation (ωB97M-V/def2-TZVPD) on a cluster of 2 separate species, H6NO in total at a distorted geometry.

The calculation puts the HOMO energy at -14.61 eV. For the energy above the lowest of the compared OMol25 structures with the same formula, charge and spin, the calculation gives 65.7 kJ/mol. For the HOMO-LUMO gap, the calculation gives 10.0 eV. Its charge is +1. Its total energy is -3627.894 eV. Its maximum force is 1.16 eV/Å.

The geometry in XYZ format:
```
8
H6NO ωB97M-V/def2-TZVPD
O -2.352 4.142 0.138
H -2.907 4.404 -0.631
H -1.548 4.703 0.066
N 0.000 0.000 0.000
H 0.627 0.427 -0.708
H 0.564 -0.337 0.804
H -0.509 -0.799 -0.425
H -0.683 0.709 0.330
```